{
  "formula": "C23H22ClN3O4S",
  "method": "ωB97M-V/def2-TZVPD",
  "species": ["Cl", "S", "O", "O", "O", "O", "N", "N", "N", "C", "C", "C", "C", "C", "C", "C", "C", "C", "C", "C", "C", "C", "C", "C", "C", "C", "C", "C", "C", "C", "C", "C", "H", "H", "H", "H", "H", "H", "H", "H", "H", "H", "H", "H", "H", "H", "H", "H", "H", "H", "H", "H", "H", "H"],
  "positions_angstrom": [[-7.298222, -1.305983, 1.702857], [5.334790, -0.271750, 0.491278], [-0.538115, 2.724691, -1.338192], [5.899331, -0.099182, -0.812928], [6.126588, 0.010994, 1.650450], [-1.638800, 0.150989, 0.273764], [4.902578, -1.881510, 0.627015], [-1.784733, -0.256016, -1.943397], [0.071241, 2.450102, 0.845256], [-1.150910, -0.289759, -0.753724], [-4.093320, 0.023624, -1.167324], [-5.939698, 0.548350, 0.291367], [4.197813, -2.477622, -0.487113], [-3.027025, 0.466247, -2.136312], [3.304788, 1.298453, -0.507939], [3.803252, 0.646392, 0.601236], [-4.950762, 0.949109, -0.588540], [-6.069219, -0.795613, 0.598862], [2.774135, -1.998314, -0.616275], [1.068523, -0.819912, -1.845747], [1.875521, 1.260771, 1.864369], [-5.226011, -1.735797, 0.029478], [0.616000, -1.605252, 0.373847], [-2.132577, 3.244492, 0.380200], [0.194480, -0.935109, -0.770375], [3.107398, 0.643746, 1.795497], [2.345273, -1.344521, -1.763747], [2.073809, 1.923789, -0.446524], [-4.247295, -1.321082, -0.853771], [-0.798806, 2.785588, -0.157867], [1.885595, -2.141385, 0.444430], [1.333049, 1.880150, 0.734613], [-3.363943, 0.279426, -3.159837], [-2.697036, 3.730899, -0.410398], [1.315395, 1.252031, 2.788026], [-2.003401, 3.933359, 1.211051], [3.028111, -1.226775, -2.591762], [4.772399, -2.201565, -1.372848], [2.196626, -2.664346, 1.337930], [3.541455, 0.163357, 2.658650], [-5.336447, -2.780214, 0.275798], [-2.676115, 2.364821, 0.722877], [-2.844497, 1.540451, -2.021455], [4.230354, -3.565730, -0.366865], [4.517312, -2.081861, 1.536078], [-6.602126, 1.271957, 0.739990], [0.782235, -0.270168, -2.730253], [-1.301771, -0.588679, -2.760541], [3.893488, 1.303524, -1.411160], [1.668271, 2.424869, -1.309020], [-0.068143, -1.688321, 1.204940], [-0.335712, 2.389200, 1.768766], [-4.848554, 1.997117, -0.827624], [-3.587461, -2.052689, -1.296160]],
  "forces_ev_per_angstrom": [[-0.2, -0.1, 0.2], [0.0, -0.2, 0.5], [0.1, -0.1, -0.4], [-0.3, 0.0, -0.2], [-0.3, 0.0, 0.1], [-0.1, 0.0, 0.1], [0.5, 0.7, 0.1], [-0.1, 0.0, -0.5], [0.0, 0.1, 0.4], [0.2, -0.2, -0.1], [-0.2, -0.1, 0.0], [-0.1, -0.1, 0.1], [-0.1, -0.1, -0.4], [0.0, 0.2, 0.2], [0.1, 0.1, 0.1], [0.7, -0.2, -0.1], [0.1, -0.1, -0.1], [0.2, 0.1, -0.1], [-0.2, -0.1, -0.2], [-0.2, -0.2, 0.1], [0.1, 0.0, -0.1], [-0.1, 0.0, 0.0], [-0.1, 0.0, 0.0], [0.0, 0.0, -0.2], [0.3, -0.1, 0.0], [-0.1, 0.2, 0.1], [0.0, -0.3, 0.0], [-0.1, 0.2, 0.0], [-0.1, 0.1, 0.0], [-0.3, 0.2, 0.4], [0.0, 0.0, -0.2], [0.4, -0.1, -0.2], [0.1, 0.1, 0.1], [0.0, 0.0, 0.0], [-0.1, 0.0, 0.1], [0.0, 0.1, 0.1], [0.1, 0.1, -0.1], [-0.1, -0.2, -0.1], [0.0, 0.0, 0.1], [0.0, 0.0, 0.2], [0.0, -0.1, 0.0], [-0.1, 0.0, 0.0], [-0.1, -0.1, -0.1], [0.1, 0.1, 0.0], [0.0, 0.0, 0.2], [-0.1, 0.0, 0.1], [0.0, 0.1, -0.1], [0.0, 0.0, 0.1], [0.0, 0.0, -0.2], [0.0, 0.0, 0.0], [-0.1, 0.0, 0.1], [0.0, 0.0, -0.2], [0.0, 0.1, 0.0], [0.1, -0.1, 0.0]],
  "nbo_charge": [0.002, 2.316, -0.624, -0.943, -0.931, -0.647, -0.842, -0.601, -0.627, 0.676, -0.025, -0.214, -0.264, -0.242, -0.155, -0.370, -0.207, -0.049, -0.016, -0.136, -0.260, -0.236, -0.152, -0.727, -0.165, -0.170, -0.221, -0.277, -0.148, 0.715, -0.219, 0.268, 0.218, 0.234, 0.212, 0.224, 0.219, 0.236, 0.207, 0.229, 0.226, 0.262, 0.218, 0.219, 0.393, 0.225, 0.208, 0.404, 0.243, 0.257, 0.233, 0.401, 0.213, 0.210],
  "smiles": "CC(=O)Nc1ccc(S(=O)(=O)NCc2ccc(C(=O)NCc3ccc(Cl)cc3)cc2)cc1",
  "e_homo_ev": -8.697,
  "homo_lumo_gap_ev": 8.87,
  "total_energy_ha": -2213.3221,
  "relative_energy_kj_mol": 116.8,
  "multiplicity": 1
}



{
  "formula": "C4H37NO14",
  "method": "ωB97M-V/def2-TZVPD",
  "species": ["O", "O", "O", "O", "O", "O", "O", "O", "O", "O", "O", "O", "O", "O", "N", "C", "C", "C", "C", "H", "H", "H", "H", "H", "H", "H", "H", "H", "H", "H", "H", "H", "H", "H", "H", "H", "H", "H", "H", "H", "H", "H", "H", "H", "H", "H", "H", "H", "H", "H", "H", "H", "H", "H", "H", "H"],
  "positions_angstrom": [[2.209714, 1.996169, -0.341194], [3.465324, 0.559951, 2.464750], [-1.903428, 2.749531, 2.644979], [-2.751086, -0.009138, -2.223677], [-2.759186, 1.672488, 0.181181], [-1.479244, 1.090583, -4.305635], [-2.539918, -2.827368, -2.615900], [3.957034, -2.266203, 2.192266], [0.147124, -2.949902, -3.591492], [-0.472700, -2.532440, 3.825642], [1.135918, 2.220902, 2.357665], [-4.115044, 0.602821, 2.569566], [-0.416961, 3.505153, -0.548487], [0.860995, -2.282672, 1.023886], [1.795045, -0.545227, -1.484445], [-0.551099, -0.360052, 1.316274], [1.807661, -0.094496, -2.873294], [0.691227, -0.914110, 0.620546], [0.467674, -0.960029, -0.927489], [0.441137, 3.059483, -0.576485], [-0.149336, 4.416914, -0.391159], [0.298542, -2.487125, 1.782162], [-2.805795, 0.252124, -1.298941], [-3.907723, 1.300283, 3.195509], [2.051487, 1.112346, -0.768323], [-2.215182, 0.549550, -2.820779], [1.673009, -0.883765, -3.613487], [-0.265521, -1.942710, 4.555253], [1.559319, -0.282285, 0.804271], [-2.285636, 2.389923, -0.263041], [-3.387438, -3.004440, -2.204220], [1.128075, 0.753903, -2.967920], [-2.161474, 0.917294, -4.956213], [0.232657, -1.973637, -1.239681], [3.580459, -0.410196, 2.435957], [-0.807594, -3.006384, -3.728243], [-0.983004, 2.431448, 2.634876], [2.784357, 0.374009, -3.037176], [-0.631101, 0.677305, -4.471020], [-1.429191, -0.985288, 1.130364], [-4.081905, 1.015938, 1.698499], [-0.589708, -0.490429, 2.402551], [-1.849311, 3.505294, 3.238387], [-2.551824, 1.871149, 1.116987], [-0.147541, -3.414309, 4.026028], [2.996449, -2.171100, 2.278811], [4.312540, 1.007428, 2.469066], [-0.364965, -0.327716, -1.235228], [-0.546997, 0.677512, 0.993549], [2.367326, -1.346767, -1.250611], [0.995163, 1.896820, 1.463981], [1.898537, 1.780369, 2.777105], [0.354696, -3.630719, -2.946025], [4.075691, -2.440596, 1.252200], [3.164546, 2.070587, -0.422946], [-2.301790, -1.918165, -2.349213]],
  "forces_ev_per_angstrom": [[-0.2, -0.3, -0.6], [-0.6, -0.1, 0.1], [0.4, 0.0, 0.4], [-0.2, -1.0, -0.3], [0.1, 0.3, 0.4], [-0.1, 0.8, 0.8], [0.5, 0.0, 0.0], [-0.3, 0.3, 0.0], [0.3, 0.1, -0.3], [-0.1, 0.0, -0.5], [-0.6, 0.5, 1.0], [-0.2, -0.3, 0.0], [0.2, 0.1, 0.0], [1.1, -0.2, 0.3], [-1.5, 0.3, 0.2], [0.5, -0.5, 0.3], [1.1, -0.1, 0.2], [-2.4, -1.2, -0.3], [1.2, 0.5, 0.8], [0.2, -0.3, -0.1], [-0.3, 0.1, 0.0], [0.0, 0.4, 0.1], [0.3, 0.8, -0.1], [0.1, 0.1, -0.1], [0.0, 0.0, 0.2], [-0.1, 0.1, 0.7], [-0.4, 0.1, -0.1], [0.1, -0.2, 0.1], [0.2, -0.3, 0.3], [0.0, 0.0, -0.2], [-0.1, 0.1, 0.0], [-0.4, -0.3, -0.1], [0.4, -0.4, -0.4], [-0.2, -0.1, 0.1], [0.7, 0.6, 0.0], [-0.1, -0.1, 0.3], [0.1, 0.0, 0.0], [0.1, -0.2, -0.2], [-0.2, -0.4, -0.6], [-0.2, 0.6, -1.1], [-0.1, 0.0, 0.1], [0.9, 0.7, 0.1], [-0.2, 0.1, -0.1], [0.0, -0.1, -0.4], [0.0, 0.1, 0.4], [-0.1, -0.5, -0.2], [0.2, -0.4, 0.0], [0.3, 0.3, -0.1], [-1.1, 0.0, 0.3], [0.6, 0.2, -0.7], [0.9, -0.1, 0.0], [-0.4, -0.2, -0.9], [-0.2, -0.1, 0.0], [0.0, -0.1, 0.0], [0.0, 0.3, 0.2], [-0.5, 0.0, -0.1]],
  "nbo_charge": [-1.011, -0.991, -0.985, -1.029, -1.008, -0.961, -0.998, -0.946, -0.971, -0.958, -0.999, -0.954, -0.973, -0.780, -0.671, -0.650, -0.427, 0.083, -0.249, 0.496, 0.474, 0.497, 0.509, 0.473, 0.497, 0.505, 0.211, 0.486, 0.178, 0.502, 0.478, 0.193, 0.497, 0.209, 0.499, 0.500, 0.509, 0.192, 0.495, 0.227, 0.480, 0.224, 0.482, 0.500, 0.481, 0.487, 0.480, 0.210, 0.208, 0.368, 0.488, 0.508, 0.470, 0.479, 0.478, 0.508],
  "e_homo_ev": -9.351,
  "homo_lumo_gap_ev": 9.52,
  "total_energy_ha": -1282.7020,
  "relative_energy_kj_mol": 264.2,
  "multiplicity": 1
}



{
  "formula": "C24H47N3OSSc",
  "method": "ωB97M-V/def2-TZVPD",
  "species": ["Sc", "S", "O", "N", "N", "N", "C", "C", "C", "C", "C", "C", "C", "C", "C", "C", "C", "C", "C", "C", "C", "C", "C", "C", "C", "C", "C", "C", "C", "C", "H", "H", "H", "H", "H", "H", "H", "H", "H", "H", "H", "H", "H", "H", "H", "H", "H", "H", "H", "H", "H", "H", "H", "H", "H", "H", "H", "H", "H", "H", "H", "H", "H", "H", "H", "H", "H", "H", "H", "H", "H", "H", "H", "H", "H", "H", "H"],
  "positions_angstrom": [[-0.287533, -0.730109, 0.422904], [2.669338, -1.147593, -1.367719], [1.476910, -0.806079, -0.413282], [-0.889578, -3.073895, 0.423226], [0.261854, -1.267445, 2.587560], [-1.558362, 0.671678, 0.005063], [4.117322, -1.036133, -0.313947], [-2.335874, -2.956271, 0.112056], [-1.590778, 4.088428, -1.918306], [-2.408949, -0.234102, -3.311864], [-3.179028, 2.111383, 2.395647], [1.548198, -0.567086, 2.864466], [-2.090169, 3.038060, 0.190356], [2.238065, 1.612468, -2.100610], [-0.704460, -3.510866, 1.826205], [2.820858, 2.323530, -0.852293], [0.469433, -2.763629, 2.549011], [2.974858, 0.321517, -2.510891], [-0.167811, -3.959552, -0.501169], [5.561287, -1.384810, -0.832074], [5.874663, -2.860189, -0.953769], [-1.369877, 3.776717, 2.522404], [-1.839756, 4.195380, -0.556577], [-3.270794, 0.852871, -2.646493], [-2.497825, 3.286607, 1.641590], [-4.467484, 0.344358, -1.788298], [-0.759785, -0.906714, 3.540763], [-2.063342, 1.786535, -0.518706], [-2.449461, 1.886993, -1.935325], [-1.859423, 2.943371, -2.629467], [-0.918512, 4.648161, 2.112995], [1.345155, -2.977595, 1.900522], [-0.509964, 0.120103, 3.988512], [2.064117, -0.901814, 3.792205], [3.867647, -1.768419, 0.468773], [2.276065, 2.278427, -2.945788], [5.683508, -0.758122, -1.713095], [1.201645, 1.425700, -1.897370], [6.200758, -0.895549, -0.115271], [-0.269257, -3.542439, -1.496040], [6.207355, -3.168536, 0.085713], [6.702696, -3.115275, -1.615280], [0.895549, -4.014302, -0.240567], [-1.663315, -3.306025, 2.358112], [-2.937602, -3.758592, 0.622685], [-1.666568, 5.111011, -0.020420], [1.332470, 0.491169, 2.988183], [-2.648740, -1.925299, 0.398161], [-2.975479, 2.213377, 3.484167], [-1.617882, -0.652175, -2.625712], [-5.434808, 0.856003, -2.002715], [2.450877, 1.802055, 0.052915], [-0.628469, -4.970874, -0.478528], [3.927436, 2.289592, -0.945342], [-3.012915, -1.135291, -3.567981], [-1.770494, 3.951601, 3.539676], [-2.468341, -3.077918, -0.978886], [-0.606756, 2.985328, 2.596488], [4.059385, 0.478036, -2.551346], [-0.790838, -1.637945, 4.365764], [5.011873, -3.499793, -1.202536], [2.690052, -0.059768, -3.486058], [-3.268947, 4.086051, 1.643634], [-1.722625, -0.862511, 2.996734], [-3.701111, 1.381726, -3.504281], [-1.570799, 2.841729, -3.674854], [2.230493, -0.672764, 2.005745], [-2.784703, 1.118891, 2.133913], [-1.145039, 4.947783, -2.421842], [0.638024, -3.225935, 3.546153], [2.551877, 3.366649, -0.787918], [4.135873, -0.005459, -0.000579], [-1.978128, 0.189169, -4.255521], [-4.624808, -0.712199, -1.949967], [-0.501543, -4.578935, 1.931602], [-4.195190, 0.551101, -0.744374], [-4.282511, 2.054421, 2.279156]],
  "forces_ev_per_angstrom": [[-3.0, 1.9, -0.4], [0.0, 0.4, -1.0], [2.3, -0.1, -1.2], [0.4, 0.3, 0.6], [1.7, -1.1, -0.3], [1.3, -3.3, 1.3], [0.7, -0.8, 0.4], [-0.3, -0.3, -0.3], [1.3, 1.7, -0.1], [0.2, -1.1, 0.0], [-0.2, -0.5, 0.4], [0.3, -0.2, 0.2], [-0.5, 0.6, -0.3], [0.5, 0.0, 0.7], [-0.3, 1.1, 1.3], [0.6, -1.2, -0.4], [-0.3, -0.3, -1.3], [-0.3, 0.0, 0.7], [-0.5, -0.3, 0.1], [-1.6, 0.9, -0.7], [0.3, -0.8, 1.6], [0.0, -0.9, 0.7], [0.2, -1.3, -0.2], [-0.2, -0.3, -0.6], [-0.7, -0.8, 0.6], [0.4, 0.7, 0.2], [-0.7, 1.3, 1.1], [-0.6, 1.7, -1.0], [1.3, -0.4, 1.0], [-0.7, -0.3, 0.6], [0.5, 0.8, -0.1], [-0.1, 0.3, 0.6], [-0.7, -1.5, -0.8], [-0.4, 0.0, -0.5], [0.0, 0.6, 0.2], [0.0, 0.2, -0.5], [0.3, -0.4, -0.5], [-0.7, -0.3, -0.2], [0.3, 0.0, 0.4], [0.1, -0.1, -0.3], [-0.4, 0.0, -1.2], [-0.1, 0.3, -0.1], [-0.2, 0.0, 0.0], [0.7, -0.2, -0.2], [0.5, 0.8, -0.4], [-0.2, 0.4, 0.0], [0.0, 0.1, -0.1], [-0.3, -0.8, -0.1], [-0.3, 0.1, -0.5], [-0.4, 0.7, -0.6], [0.9, -0.2, 0.0], [0.5, 0.4, -0.3], [0.4, 0.4, -0.1], [-0.5, 0.0, 0.5], [0.2, 0.6, -0.2], [0.4, 0.2, -0.5], [0.0, 0.2, 0.5], [0.0, 0.2, 0.0], [-0.1, -0.2, 0.3], [-0.2, 0.3, -0.2], [0.3, 0.4, -0.1], [-0.3, 0.1, -0.1], [0.5, -0.3, -0.3], [0.2, 0.1, 0.8], [-0.1, 0.0, 0.1], [-0.7, 0.2, -0.1], [-0.2, -0.1, 0.4], [0.0, 0.4, -0.2], [-0.2, -0.2, 0.0], [-0.1, 0.5, -0.4], [-0.3, 0.2, -0.1], [-0.2, 0.3, 0.6], [0.0, -0.6, 0.9], [-0.1, -0.4, 0.1], [-0.1, -0.1, -0.3], [-0.4, -0.4, -0.1], [0.7, 0.2, -0.1]],
  "lowdin_charge": [0.896, 1.067, -0.625, -0.346, -0.357, -0.094, -0.346, -0.066, -0.137, -0.079, -0.082, -0.062, -0.145, -0.251, -0.170, -0.076, -0.144, -0.260, -0.063, -0.258, -0.096, -0.085, -0.070, -0.373, -0.373, -0.044, -0.075, -0.350, -0.169, -0.076, 0.057, 0.119, 0.128, 0.118, 0.092, 0.115, 0.095, 0.086, 0.111, 0.090, 0.101, 0.079, 0.091, 0.129, 0.116, 0.102, 0.090, 0.076, 0.069, 0.054, 0.088, 0.069, 0.115, 0.083, 0.071, 0.084, 0.100, 0.074, 0.089, 0.104, 0.076, 0.086, 0.142, 0.084, 0.127, 0.112, 0.062, 0.024, 0.094, 0.142, 0.076, 0.077, 0.084, 0.054, 0.132, 0.058, 0.083],
  "total_charge": 1,
  "e_homo_ev": -7.992,
  "homo_lumo_gap_ev": 5.52,
  "total_energy_ha": -2340.8082,
  "relative_energy_kj_mol": 0.0,
  "multiplicity": 1
}